{
  "formula": "C25H24FN4Pd",
  "method": "the ωB97M-V functional and the def2-TZVPD basis",
  "symbols": ["Pd", "C", "N", "C", "C", "C", "C", "C", "C", "N", "C", "C", "C", "C", "C", "C", "N", "C", "C", "C", "C", "C", "N", "H", "H", "H", "H", "H", "H", "H", "H", "H", "H", "H", "H", "H", "H", "H", "H", "H", "H", "F", "C", "C", "C", "C", "C", "C", "C", "H", "H", "H", "H", "H", "H"],
  "positions_angstrom": [[0.227000, -0.527700, 0.079200], [1.232500, 2.314500, -0.856300], [0.043600, 1.864200, -0.133400], [-1.196800, 1.973300, -0.910000], [-2.235700, 0.986900, -0.429700], [-3.503000, 1.385900, -0.032700], [-4.429500, 0.427800, 0.352000], [-4.050400, -0.906600, 0.336700], [-2.762300, -1.224600, -0.062800], [-1.882600, -0.305600, -0.447700], [-0.033100, 2.510900, 1.178000], [-0.087000, 1.546300, 2.347800], [0.148100, 2.009200, 3.639100], [0.044400, 1.128100, 4.701000], [-0.309700, -0.190200, 4.440600], [-0.510300, -0.574900, 3.125000], [-0.391700, 0.275300, 2.103700], [2.473500, 1.606900, -0.358000], [3.667900, 2.289300, -0.162200], [4.814600, 1.574400, 0.145500], [4.725200, 0.196700, 0.251700], [3.486700, -0.398900, 0.097700], [2.385100, 0.282600, -0.193600], [1.365000, 3.403600, -0.781700], [1.121900, 2.068000, -1.920000], [-0.974700, 1.720100, -1.954000], [-1.601400, 2.993800, -0.884600], [-3.773100, 2.432200, -0.044100], [-5.425100, 0.717800, 0.652500], [-4.736300, -1.691400, 0.608300], [-2.416500, -2.251700, -0.084300], [-0.920600, 3.154800, 1.236700], [0.841800, 3.153800, 1.324900], [0.405300, 3.045900, 3.796300], [0.228400, 1.466800, 5.709800], [-0.425100, -0.900400, 5.244800], [-0.799400, -1.588700, 2.865700], [3.704300, 3.363600, -0.267400], [5.759800, 2.079200, 0.280800], [5.593000, -0.412000, 0.447900], [3.385400, -1.474900, 0.182200], [-1.561900, -7.599700, -0.484400], [-1.034300, -6.377100, -0.320000], [-0.143600, -6.159000, 0.725400], [0.402600, -4.910800, 0.885000], [0.097100, -3.851800, -0.011900], [0.772800, -2.626600, 0.088700], [-0.843700, -4.113500, -1.043000], [-1.399900, -5.360400, -1.195800], [0.114500, -6.971200, 1.386800], [1.104700, -4.725400, 1.687000], [0.795000, -1.940000, -0.825500], [1.619400, -2.596000, 0.776300], [-1.092800, -3.315500, -1.730000], [-2.106300, -5.578800, -1.983900]],
  "forces_ev_per_a": [[0.214, 0.482, -0.342], [0.051, -0.085, -0.107], [-0.026, 0.463, -0.216], [-0.016, -0.072, -0.061], [-0.400, 0.152, -0.072], [0.090, 0.008, -0.121], [0.182, -0.272, -0.022], [-0.044, 0.201, -0.100], [-0.206, -0.074, -0.034], [-0.189, 0.070, 0.253], [-0.010, -0.177, 0.234], [-0.027, 0.006, 0.232], [-0.078, -0.089, -0.111], [-0.062, -0.036, -0.246], [-0.011, 0.007, -0.077], [-0.117, 0.039, 0.330], [0.132, 0.287, 0.224], [0.205, 0.202, -0.006], [-0.122, -0.077, -0.072], [-0.091, -0.149, -0.033], [0.058, 0.094, -0.003], [0.209, -0.154, -0.043], [-0.117, 0.079, 0.260], [0.025, -0.120, -0.063], [-0.039, 0.008, 0.196], [0.035, 0.082, 0.193], [-0.020, -0.082, -0.028], [0.050, 0.066, 0.010], [-0.061, 0.011, 0.033], [-0.075, -0.081, 0.085], [-0.041, 0.032, 0.047], [0.092, -0.008, -0.040], [-0.144, -0.006, -0.050], [0.035, 0.100, 0.044], [0.001, -0.013, 0.068], [0.001, -0.085, 0.001], [0.116, 0.028, 0.038], [-0.048, 0.071, -0.049], [0.039, 0.037, 0.020], [0.071, -0.040, 0.071], [-0.044, 0.048, 0.047], [0.051, 0.133, 0.018], [0.032, 0.194, 0.053], [-0.227, -0.224, -0.099], [0.009, 0.384, -0.281], [-0.305, -0.565, -0.202], [0.463, 0.294, 0.404], [0.316, 0.163, 0.307], [-0.124, -0.365, 0.054], [-0.024, -0.097, 0.050], [0.049, -0.033, 0.018], [0.271, -0.818, -0.403], [-0.108, -0.031, -0.254], [-0.012, 0.005, -0.105], [-0.007, 0.009, -0.050]],
  "mulliken_charge": [-0.1070, -1.2262, 0.7837, -1.2142, 1.1691, -0.9063, -0.4800, -0.8285, 0.0525, -0.1513, -1.5580, 0.8099, -1.0285, -0.3875, -0.8804, -0.3160, 0.5079, 0.9045, -0.8439, -0.3798, -0.8582, -0.0316, 0.1139, 0.3036, 0.4297, 0.4215, 0.3010, 0.3986, 0.4415, 0.4542, 0.3905, 0.5165, 0.4965, 0.4745, 0.4334, 0.4321, 0.4207, 0.3979, 0.4318, 0.4252, 0.3560, -0.3120, 0.3192, -0.5672, -0.5491, 1.0506, -0.9139, -0.2846, -0.6795, 0.4480, 0.3885, 0.1573, 0.3375, 0.4917, 0.4441],
  "gap_ev": [7.01, 7.26],
  "de_lowest_kcal_mol": 25.8,
  "lumo_ev": [-2.328, -3.429],
  "largest_force_ev_per_a": 1.0,
  "spin_multiplicity": 3,
  "total_charge": 1
}